No. 1
Molecular formula: C29H38ClIN3O9SSi2SrTe
Method: DFT, the ωB97M-V functional and the def2-TZVPD basis

Properties
Charge: -1
Highest occupied orbital energy in eV: -5.13
2S+1: 1

The geometry in XYZ format:
```
86
C29H38ClIN3O9SSi2SrTe, DFT the ωB97M-V functional and the def2-TZVPD basis
I 1.30264 1.02645 2.31763
Te -2.31074 2.53332 -0.43637
Sr 0.08086 -0.07952 -0.77784
Cl -2.09514 -0.42792 -3.11869
S 1.67872 -3.41608 -2.40093
Si -0.99438 5.25560 1.05233
Si -5.64594 1.96064 -1.11277
O -2.53094 -1.42966 -4.03595
O -2.21715 -0.90614 -1.73548
O -2.89602 0.77078 -3.25725
O -0.68577 -0.08967 -3.32659
O -0.03616 -2.21644 0.62254
O 5.87224 0.54128 -3.44819
O 0.88583 2.12364 -1.52920
O 0.93460 -3.81547 -3.55701
O 3.02875 -2.94803 -2.61867
N 0.86886 -2.38485 -1.45530
N 2.13734 2.81685 -4.77132
N 2.61097 0.17331 -0.38837
C 2.08771 -6.82160 -0.13568
C 1.66908 2.01498 -2.52736
C 2.76308 1.10313 -2.63215
C -0.90547 6.19163 2.68392
C 3.05312 -0.73685 0.58879
C 0.73604 4.87631 0.46662
C 3.72353 -2.54467 2.64823
C 1.43000 2.86972 -3.68218
C 3.82412 -1.88357 0.33130
C -1.92216 6.30378 -0.20048
C -4.26605 1.85490 0.18652
C 3.50485 1.06574 -3.85573
C -5.95406 0.27494 -1.85440
C 2.94191 -1.43876 2.92902
C -5.30182 3.25942 -2.41133
C 0.98545 -4.30396 -0.07650
C 3.17351 0.24048 -1.55001
C 1.67823 -4.74063 -1.19241
C 2.61511 -0.56398 1.90439
C -1.92949 3.65025 1.37002
C 4.15035 -2.76416 1.34162
C 0.27310 3.81831 -3.60372
C 4.65648 0.11899 -4.07837
C 1.39697 -6.38504 0.98939
C -7.19816 2.47743 -0.17031
C 0.83582 -5.11329 1.03182
C 3.15743 1.91992 -4.85630
C 0.52552 -2.89062 -0.25557
C 2.23830 -5.99951 -1.24832
H -4.53394 2.50571 1.02134
H 3.69646 1.91008 -5.79663
H 0.30263 -4.75085 1.90063
H 0.72488 4.18526 -0.38075
H -7.10150 3.49058 0.22800
H 0.36138 4.46871 -2.73067
H -2.90967 3.87683 1.79550
H 0.22900 4.41522 -4.51161
H 1.31627 4.40537 1.26457
H 2.56800 -1.26286 3.92781
H 4.39062 -0.89896 -3.77927
H -4.17103 0.84245 0.57843
H -5.06230 -0.08697 -2.36460
H 4.72555 -3.65106 1.10540
H -1.23266 6.98949 -0.69804
H -6.23332 -0.44541 -1.08203
H -6.76992 0.32268 -2.58038
H -6.20256 3.47263 -2.99173
H -7.38930 1.80249 0.66790
H 1.29847 -7.04616 1.84121
H 2.77675 -6.32996 -2.12696
H -1.39452 3.02332 2.08518
H -4.52410 2.90397 -3.08652
H -8.07226 2.45476 -0.82594
H -2.70688 6.90012 0.27009
H 4.10950 -2.11463 -0.68658
H 1.25881 5.78750 0.16599
H -2.37852 5.66853 -0.96141
H -0.33363 7.11606 2.57005
H 4.03342 -0.39776 -1.76444
H 5.78752 0.41825 -2.49815
H 4.88343 0.09218 -5.14291
H 2.51533 -7.81632 -0.14560
H -1.90195 6.45615 3.04548
H -0.41629 5.58734 3.45166
H -4.96632 4.18890 -1.94664
H -0.65703 3.25605 -3.48640
H 3.97476 -3.24406 3.43493
```

How is the electron density shared among the atoms? According to Mulliken, the charges in e are: I 0.1592; Te 0.0893; Sr 1.1239; Cl 1.6787; S 1.0100; Si 0.2271; Si 0.3163; O -0.7048; O -0.6121; O -0.5756; O -0.6044; O -0.9122; O -0.5661; O -0.6132; O -0.6911; O -0.6355; N -0.4983; N -0.7328; N -0.1146; C -0.4443; C 0.5880; C 0.6705; C -1.0622; C 0.8601; C -0.2988; C -0.6555; C 0.4647; C -0.5147; C -1.0047; C -0.8996; C 0.8666; C -0.7805; C -0.5957; C -0.8682; C 0.0532; C 0.0983; C 0.0652; C -0.0900; C -0.8430; C -0.6593; C -0.6652; C -0.9581; C -0.5851; C -1.1396; C -0.4276; C -1.0123; C 1.2100; C -0.7179; H 0.3448; H 0.3239; H 0.5082; H -0.3406; H 0.2859; H 0.1308; H 0.3922; H 0.4025; H 0.2376; H 0.4026; H 0.2105; H 0.4888; H 0.1506; H 0.3862; H 0.3344; H 0.2786; H 0.3063; H 0.3559; H 0.3104; H 0.4028; H 0.4711; H 0.3487; H 0.2837; H 0.2923; H 0.3066; H 0.1349; H 0.3719; H 0.2688; H 0.2956; H -0.1616; H 0.3967; H 0.4093; H 0.4043; H 0.3012; H 0.2849; H 0.2420; H 0.0587; H 0.3802


No. 2
Molecular formula: C29H38I2N4O4S6ScSiTe
Method: DFT, the ωB97M-V functional and the def2-TZVPD basis

Properties
Energy above the lowest of the compared OMol25 structures with the same formula, charge and spin in kJ/mol: 0.0
Charge: -1
Highest occupied orbital energy in eV: -4.82
2S+1: 1

The geometry in XYZ format:
```
86
C29H38I2N4O4S6ScSiTe, DFT the ωB97M-V functional and the def2-TZVPD basis
I 2.19561 1.82099 -2.04075
I 1.99104 0.16915 -4.65304
Te 2.61946 3.08508 0.42912
Sc 1.22145 0.42816 0.45010
S 6.35816 -0.33850 5.87549
S 3.84768 0.22920 0.62083
S 3.54336 -0.10855 4.93680
S -1.91326 -6.62975 -0.06362
S 1.30726 0.14928 2.98072
S 5.64437 -0.05867 2.99730
Si -1.83276 1.88999 0.31462
O 3.65753 -4.49455 -2.15960
O -1.36307 -7.92242 0.26354
O 2.39921 -5.99850 -1.24509
O -2.63215 -5.89264 0.94840
N 1.09763 -4.07461 0.24014
N -0.76711 0.58034 -0.14968
N 2.76643 -4.84320 -1.41874
N 1.45644 -1.89466 0.17468
C 0.45353 6.87411 0.98410
C -1.68952 2.12156 2.16908
C 2.04248 5.79553 -1.01621
C -2.14839 -2.67767 -2.47147
C 0.73235 -2.86410 0.72503
C 1.49936 7.07204 -1.13465
C -3.65358 1.59997 -0.06087
C 2.31904 -2.48555 -0.70251
C 0.36635 -5.30714 0.50077
C 0.69132 7.62440 -0.15554
C 5.24279 -0.18290 4.66707
C -2.86213 -2.26627 -1.35099
C 0.10754 8.99933 -0.30884
C 0.96312 5.59229 1.14059
C -1.24288 -0.50768 -0.90740
C -0.33680 -2.68319 1.73945
C -2.41706 -1.20382 -0.58331
C -0.53674 -0.94714 -2.03141
C 2.94183 5.32729 -2.12484
C -1.36861 3.44721 -0.60678
C -0.97396 -2.01294 -2.79762
C 3.03332 0.04578 3.27245
C 4.02349 0.06716 2.35505
C -4.09963 -7.76615 -1.18903
C 0.63098 4.87342 2.41901
C 1.73608 5.02914 0.11740
C 2.08834 -3.82564 -0.68804
C -2.96682 -6.79859 -1.48673
C -0.59573 -5.59185 -0.64576
H -0.98273 8.96244 -0.32541
H -4.73580 -7.86227 -2.06721
H -3.33278 -5.79775 -1.71207
H -2.21333 3.01929 2.50254
H 3.32511 6.18255 -2.67898
H -4.13775 0.94899 0.66370
H 1.73142 7.65226 -2.01906
H -1.06031 -4.66304 -0.98149
H -3.77356 -2.77795 -1.06867
H -2.13783 1.26955 2.68182
H -0.39529 -1.63096 2.01277
H -0.09699 -6.08947 -1.47559
H -3.70887 -8.74781 -0.93099
H -0.36410 4.42820 2.35428
H 1.06402 -6.12837 0.65353
H -1.45555 3.29413 -1.68295
H 2.40733 4.68899 -2.82927
H -4.70732 -7.40516 -0.36247
H -0.19461 -5.14149 1.41913
H 1.32719 4.06959 2.66066
H 0.44054 9.46566 -1.23405
H -0.65307 2.19115 2.51197
H -2.02826 4.26915 -0.32576
H 3.79216 4.75520 -1.74754
H 0.34217 -0.40752 -2.36133
H -0.40594 -2.28241 -3.67789
H 0.62667 5.57423 3.25348
H -1.30105 -3.00829 1.35034
H 0.39996 9.64578 0.52048
H -0.10653 -3.25001 2.64278
H -0.14477 7.29549 1.78417
H -2.51883 -3.48034 -3.09449
H -0.34387 3.75988 -0.40779
H -3.82168 1.18506 -1.05274
H -2.33764 -7.14512 -2.30590
H 3.04749 -1.93790 -1.27711
H -2.97415 -0.91814 0.29706
H -4.14882 2.57164 -0.01916
```

How is the electron density shared among the atoms? According to Mulliken, the charges in e are: I 0.1818; I -0.5654; Te 0.0246; Sc 0.5467; S -0.2974; S -0.3420; S -0.1152; S 1.3052; S -0.3873; S -0.1214; Si -0.1161; O -0.6252; O -0.7055; O -0.6660; O -0.6836; N 0.4140; N 0.8325; N 1.0989; N 0.8890; C -0.8497; C -0.9041; C 0.9547; C -0.9317; C 0.7900; C -0.9680; C -1.2198; C -0.7840; C -1.7200; C 0.6109; C 0.1163; C -0.6324; C -1.5271; C 1.5925; C 0.0599; C -1.2907; C -0.0872; C 0.1047; C -1.8224; C -0.4086; C -0.0786; C 0.2044; C -0.0531; C -1.3203; C -1.8086; C -0.2215; C -0.2854; C -0.3057; C 0.4458; H 0.3173; H 0.3973; H 0.1900; H 0.4339; H 0.4304; H 0.3095; H 0.2783; H -0.4511; H 0.3966; H 0.3151; H -0.4610; H 0.6239; H 0.3484; H 0.0583; H 0.1947; H 0.3337; H 0.2569; H 0.3383; H 0.6932; H 0.3012; H 0.3515; H 0.0612; H 0.3607; H 0.3287; H -0.7267; H 0.4359; H 0.4761; H 0.2351; H 0.3479; H 0.6302; H 0.4092; H 0.3897; H -0.3128; H 0.3672; H 0.4503; H 0.5617; H 0.5883; H 0.4133


No. 3
Molecular formula: C29H38MnN5OPS2
Method: DFT, the ωB97M-V functional and the def2-TZVPD basis

Properties
Energy above the lowest of the compared OMol25 structures with the same formula, charge and spin in kJ/mol: 0.0
Charge: 0
Highest occupied orbital energy (spin up / spin down) in eV: -6.92 / -7.12
2S+1: 6

The geometry in XYZ format:
```
77
C29H38MnN5OPS2, DFT the ωB97M-V functional and the def2-TZVPD basis
Mn -0.09164 0.32637 -0.46891
S -1.03247 1.04159 -2.81776
S 1.31851 -1.70204 -0.88034
P 1.97030 1.94459 0.33980
O -1.53858 1.17188 0.56346
N 0.45622 -4.03488 -1.77830
N -1.23223 -2.68789 -1.07467
N -0.03986 1.18885 -5.28716
N -1.58066 -1.43009 -0.59369
N 1.18222 -0.03163 -3.80520
C -2.37332 1.85258 -5.66055
C -2.84655 -1.25465 -0.49551
C 0.08583 0.70326 -4.03007
C 2.04469 3.53739 -0.54993
C -3.51419 -0.04732 -0.03775
C -3.27392 2.75354 -6.20474
C 2.77420 5.82926 -0.81810
C -5.00236 2.15693 0.79736
C 1.26113 3.68201 -1.68776
C -2.83108 3.87821 -6.88377
C -2.84292 1.09649 0.46033
C 3.70023 1.25442 0.19546
C 1.99347 5.95438 -1.96003
C 2.64931 2.93336 2.99399
C 4.86138 2.22577 0.44184
C -1.47003 4.10775 -7.01768
C 3.82429 0.77285 -1.25669
C 0.03590 -2.84099 -1.23814
C 2.79660 4.63373 -0.12010
C -5.66582 1.03003 0.31078
C -4.91355 -0.05264 -0.09402
C 0.40683 3.42288 2.02764
C 0.98178 1.11759 2.79071
C 3.84661 0.06845 1.15175
C -3.62715 2.18902 0.87601
C 1.52904 2.37986 2.11088
C -0.56062 3.22235 -6.46195
C -1.01261 2.10052 -5.77977
C 1.23759 4.87876 -2.39246
H 1.24383 -0.58058 -2.94535
H 1.75977 0.37568 2.96667
H 3.36124 6.66589 -0.46542
H 0.75868 1.06181 -5.89036
H 3.13704 -0.04122 -1.48627
H 3.40407 4.56596 0.77018
H 0.16439 0.65461 2.23380
H 2.22273 3.17959 3.97007
H 1.40944 -4.29090 -1.58613
H -3.49778 -2.08136 -0.78714
H 0.76576 4.37312 1.63167
H -1.11146 4.97927 -7.54735
H -3.54186 4.56802 -7.31548
H 5.78826 1.64609 0.42934
H 0.03357 3.59668 3.04037
H -5.40809 -0.94156 -0.46852
H 4.81153 2.74102 1.39579
H 0.64977 2.85884 -2.04055
H 0.56905 1.40445 3.76143
H -3.11002 3.05906 1.25795
H 4.84224 0.40761 -1.41440
H 3.43942 2.20402 3.16577
H 0.50324 3.40944 -6.54409
H -5.57150 3.02052 1.11748
H 4.93902 2.96857 -0.35174
H -0.42757 3.06790 1.42238
H 0.61250 4.96295 -3.27151
H -4.33401 2.56505 -6.10493
H 1.96972 6.89047 -2.50179
H 4.74940 -0.48504 0.88298
H 1.72186 -0.36698 -4.58816
H -2.71867 0.96832 -5.15158
H -0.22540 -4.77639 -1.73208
H 3.00948 -0.62615 1.10276
H 3.08976 3.84797 2.59838
H -6.74462 1.00224 0.25564
H 3.64916 1.58730 -1.96227
H 3.96259 0.40226 2.18282
```

How is the electron density shared among the atoms? According to Mulliken, the charges in e are: Mn 0.8460; S -0.4160; S -0.8037; P 0.8914; O -0.1443; N -0.4898; N -1.2609; N -0.2354; N 0.7598; N -0.1977; C -0.0042; C -0.7329; C 0.6810; C 0.2009; C 0.8312; C -0.7408; C -0.8468; C -0.4956; C 0.2452; C -0.4368; C 0.3876; C 2.0862; C -0.6565; C -1.7553; C -1.8696; C -0.6156; C -1.5427; C 0.6305; C -0.2634; C -0.8170; C -0.6965; C -2.0282; C -1.5899; C -1.8997; C -0.6546; C 2.1320; C -0.4679; C 0.2638; C -0.5543; H -0.2059; H 0.2786; H 0.4427; H 0.2583; H 0.0846; H 0.1734; H 0.0953; H 0.5349; H 0.2327; H 0.2450; H 0.3091; H 0.3692; H 0.3895; H 0.5722; H 0.5777; H 0.3501; H 0.2759; H -0.2495; H 0.5348; H 0.4158; H 0.5601; H 0.2970; H 0.3840; H 0.3999; H 0.3504; H 0.2747; H 0.5465; H 0.3735; H 0.3931; H 0.5224; H 0.2030; H 0.4979; H 0.2551; H 0.2678; H 0.2575; H 0.4012; H 0.2994; H 0.2925


Number 1: energy -108931.4645 eV. Number 2: energy -161931.1906 eV. Number 3: energy -102470.7911 eV.